[1]
Density functional theory data (ωB97M-V with the def2-TZVPD basis set) for a cluster of 2 separate species, C3H8O4 in total.

```
15
Properties=species:S:1:pos:R:3:forces:R:3:lowdin_charge:R:1
O 0.0337 -1.2933 1.3994 -0.035 0.174 -0.239 0.117
C -0.9907 -1.0397 0.8219 -0.134 -0.443 0.896 -0.501
O -2.1983 -1.1119 1.5063 0.459 0.911 -0.823 0.071
C -1.0447 -0.6545 -0.6194 -0.419 0.296 -0.197 -0.090
C -0.5110 -1.7881 -1.5017 0.039 0.584 -0.297 -0.250
O 0.8989 -1.8027 -1.5416 0.042 -0.536 0.181 -0.052
H -2.0456 -0.5575 2.2840 -0.166 -0.532 0.409 0.115
H -0.4217 0.2418 -0.6844 0.194 -0.191 -0.263 0.136
H -2.0405 -0.3397 -0.9341 -0.095 -0.285 0.184 0.122
H -0.7978 -1.6402 -2.5428 -0.213 0.155 0.097 0.120
H -0.9984 -2.7107 -1.1702 0.418 -0.257 -0.022 0.127
H 1.2474 -2.1417 -0.7091 -0.092 0.127 0.073 0.086
H 3.8522 5.7521 -0.1700 0.198 0.423 -0.310 0.036
H 2.6435 5.5944 0.6104 -0.848 -0.303 0.639 0.017
O 3.0601 6.2498 0.0670 0.651 -0.122 -0.329 -0.052
```
Positions in Å, forces in eV/Å.

## Properties
- structure (SMILES) = O=C(O)CCO.O
- Kohn-Sham gap (eV) = 11.176
- E_HOMO (eV) = -10.63
- total charge = 0
- maximum force (eV Å⁻¹) = 1.31

=====

[2]
Density functional theory data (ωB97M-V with the def2-TZVPD basis set) for a structure of composition C28H40BN6O2ReS.

```
79
Properties=species:S:1:pos:R:3:forces:R:3:mulliken_spin:R:1
Re 0.6927 0.0280 -0.1202 -1.627 0.960 -0.803 0.836
C 2.6264 2.5068 -0.1478 0.900 0.044 -0.040 0.019
C 3.5360 1.6594 0.7479 -0.249 -0.024 -0.105 0.003
C 3.8276 0.3155 0.1413 0.847 0.417 0.415 0.007
C 5.1533 -0.1018 0.0585 -0.280 -0.033 -0.007 -0.001
C 5.4812 -1.2659 -0.6124 -0.240 0.077 -0.049 0.000
C 4.4601 -1.9720 -1.2339 -0.280 0.150 0.133 -0.001
C 3.1641 -1.5241 -1.0826 0.249 -0.789 -0.586 0.005
N 2.8398 -0.4258 -0.3843 -1.706 0.654 -0.059 -0.005
N 1.1811 2.2029 -0.0729 -0.072 -0.492 0.130 -0.035
C 0.5293 2.8928 -1.2008 -0.376 0.149 -0.705 -0.008
C -0.9312 2.5536 -1.2975 -0.103 0.503 -0.246 0.006
C -1.8426 3.4605 -1.8280 0.148 -0.239 0.152 -0.002
C -3.1777 3.0985 -1.9127 0.074 -0.127 0.080 0.001
C -3.5534 1.8353 -1.4779 0.332 0.076 -0.027 -0.001
C -2.5755 0.9865 -0.9830 -0.599 -0.372 0.049 -0.002
N -1.2991 1.3379 -0.8914 1.927 -0.371 0.444 -0.002
C 0.6248 2.7062 1.2050 -0.405 -0.006 0.518 0.021
C 0.8419 1.7160 2.3140 -0.026 0.387 0.313 -0.013
C 0.8804 2.1070 3.6450 0.055 -0.187 -0.330 0.000
C 1.1215 1.1551 4.6232 0.019 -0.181 -0.214 0.000
C 1.3457 -0.1591 4.2317 -0.070 0.134 -0.124 -0.004
C 1.2684 -0.4777 2.8890 0.097 -0.533 0.285 -0.015
N 1.0002 0.4321 1.9484 0.127 0.337 -0.586 0.036
H 2.9498 2.3501 -1.1811 -0.120 0.101 0.044 -0.002
H 2.7887 3.5651 0.0923 -0.195 -0.114 -0.091 0.000
H 3.1467 1.5610 1.7603 0.091 0.048 0.017 -0.001
H 4.4834 2.1911 0.8387 -0.057 -0.010 -0.001 0.001
H 5.9271 0.5019 0.5063 0.017 0.094 0.051 0.000
H 6.5051 -1.5947 -0.6786 0.160 -0.049 -0.009 0.000
H 4.6579 -2.8565 -1.8174 -0.040 -0.104 -0.024 0.000
H 2.3540 -2.0666 -1.5472 0.035 0.006 0.085 0.003
H 1.0099 2.5544 -2.1254 0.071 0.065 0.122 0.006
H 0.6617 3.9787 -1.1318 0.077 -0.132 0.082 0.004
H -1.5102 4.4303 -2.1656 0.049 0.100 0.038 0.000
H -3.9091 3.7923 -2.2978 -0.068 0.049 -0.065 0.000
H -4.5813 1.5137 -1.5285 -0.063 -0.098 0.043 0.000
H -2.8352 -0.0031 -0.6416 0.034 -0.058 0.053 -0.001
H -0.4569 2.8515 1.0924 0.175 -0.005 -0.055 -0.005
H 1.0688 3.6729 1.4766 -0.066 -0.133 -0.180 0.002
H 0.7500 3.1448 3.9096 -0.033 0.125 -0.036 0.000
H 1.1552 1.4348 5.6641 0.030 0.036 0.129 0.000
H 1.5786 -0.9240 4.9555 0.001 -0.109 0.002 0.000
H 1.4241 -1.4901 2.5452 -0.015 -0.087 0.009 0.002
O 0.5207 -0.1734 -2.3323 0.495 1.148 1.874 0.014
S 0.2736 -1.3361 -3.3108 -0.599 -0.472 -0.411 0.012
C -1.5090 -1.7215 -3.1330 0.217 0.166 -0.156 0.003
C -2.2433 -0.7569 -4.0478 -0.017 0.064 -0.158 0.000
C -1.4181 -0.7154 -5.3282 -0.229 -0.008 0.064 0.000
C 0.0202 -0.4611 -4.9033 0.162 -0.247 -0.121 -0.001
H -1.7590 -1.6343 -2.0784 0.115 -0.127 0.109 -0.002
H -1.6304 -2.7524 -3.4614 0.038 -0.133 0.053 0.001
H -2.2935 0.2386 -3.5989 -0.004 -0.030 -0.005 0.000
H -3.2605 -1.0957 -4.2392 -0.024 -0.013 0.061 0.000
H -1.7618 0.0679 -6.0020 0.077 -0.019 -0.065 0.000
H -1.4945 -1.6676 -5.8543 -0.020 0.016 -0.042 0.000
H 0.2151 0.5921 -4.7065 0.079 -0.014 0.199 0.000
H 0.7517 -0.8380 -5.6142 0.098 0.023 0.028 -0.001
B 0.5515 -4.5540 0.1621 0.020 -0.622 -0.121 0.010
C 0.5041 -3.0622 0.1012 0.043 -0.038 0.058 0.125
N 0.4737 -1.8913 0.0171 0.063 -0.409 0.266 -0.072
H 1.1745 -4.9560 -0.7690 0.294 0.170 -0.498 0.022
H 1.1176 -4.9221 1.1400 0.224 0.200 0.558 0.033
H -0.5390 -5.0242 0.1337 -0.565 0.138 0.036 0.000
C -2.6800 0.5077 3.7215 0.136 0.463 0.088 0.000
N -2.7559 -0.7844 3.0739 0.403 0.230 -0.489 0.000
C -3.6053 -1.7701 3.7046 -0.420 -0.564 0.135 0.000
C -2.1623 -1.0033 1.9034 -0.551 -0.767 0.517 0.000
C -2.4321 -2.3219 1.2388 0.123 0.126 -0.127 -0.003
O -1.4448 -0.1236 1.3801 1.253 0.678 -0.963 0.005
H -2.2645 0.4092 4.7253 -0.017 -0.045 -0.014 0.000
H -3.6788 0.9410 3.8023 0.042 -0.020 0.009 0.000
H -2.0483 1.1667 3.1295 -0.094 -0.012 0.109 0.000
H -3.8474 -1.4319 4.7079 0.019 -0.003 -0.003 0.000
H -3.1011 -2.7331 3.7795 -0.041 0.035 0.042 0.000
H -4.5397 -1.9055 3.1555 0.005 0.024 0.061 0.000
H -3.5047 -2.4932 1.1598 -0.023 -0.064 0.017 0.000
H -2.0029 -3.1421 1.8130 -0.016 -0.102 -0.007 0.000
H -1.9861 -2.3245 0.2483 -0.115 -0.033 0.046 0.001
```
Positions in Å, forces in eV/Å.

## Properties
- Kohn-Sham gap (spin up / spin down) (eV) = 6.137 / 6.450
- E_HOMO (spin up / spin down) (eV) = -17.29 / -17.20
- multiplicity = 2
- expectation value of S² = 0.76
- total charge = +3
- maximum force (eV Å⁻¹) = 2.25

=====

[3]
Density functional theory data (ωB97M-V with the def2-TZVPD basis set) for a structure of composition C47H52N7O2Sn.

```
109
Properties=species:S:1:pos:R:3:forces:R:3:lowdin_charge:R:1
Sn -0.7409 -1.0584 0.4935 0.043 -0.316 -0.172 1.428
N -0.2940 -0.6111 5.1012 -0.030 -0.008 -0.044 0.149
C -0.7136 -0.7718 3.8468 0.031 0.066 -0.076 -0.127
N -0.0491 -0.3946 2.7957 -0.005 -0.010 0.113 0.025
C 1.1649 0.2499 2.9556 0.078 0.086 0.101 -0.294
N 1.8633 0.6521 1.9518 -0.095 -0.159 -0.065 0.143
N 1.2724 0.2947 0.7224 -0.347 0.577 -0.321 -0.099
C 2.2992 -0.4915 -1.5207 0.051 0.023 0.027 -0.155
C 1.1286 -0.3295 -2.4594 -0.131 -0.101 0.141 -0.259
C 1.3305 -0.0540 -3.8000 -0.003 0.004 -0.016 0.002
C 0.2287 0.0885 -4.6310 0.013 0.016 -0.027 -0.032
C -1.0364 -0.0410 -4.0906 -0.025 -0.016 0.023 -0.028
C -1.1530 -0.3106 -2.7360 0.063 -0.050 -0.042 -0.113
N -0.0976 -0.4548 -1.9351 0.038 -0.045 -0.038 0.032
C 1.6707 0.4851 4.3119 0.019 0.049 -0.124 -0.099
C 2.8732 1.1515 4.5595 0.017 0.012 -0.017 0.000
C 3.3016 1.3401 5.8553 -0.018 -0.014 0.030 -0.051
C 2.5356 0.8653 6.9234 0.018 0.013 -0.010 -0.049
C 1.3428 0.2118 6.6976 0.000 -0.015 -0.001 -0.002
C 0.9176 0.0279 5.3855 -0.100 -0.036 0.052 -0.173
H -0.8778 -0.9339 5.8560 -0.001 0.014 0.032 0.166
H -1.6822 -1.2356 3.7012 -0.011 -0.015 0.002 0.139
H 3.2121 -0.2236 -2.0552 -0.088 0.075 -0.132 0.137
H 2.3363 0.0461 -4.1870 -0.008 -0.002 0.009 0.123
H 0.3611 0.2995 -5.6840 0.004 0.001 0.008 0.118
H -1.9248 0.0689 -4.6961 0.006 -0.012 -0.002 0.114
H -2.1230 -0.4004 -2.2647 0.018 0.001 -0.043 0.104
H 3.4474 1.5139 3.7175 -0.011 -0.009 0.011 0.119
H 4.2309 1.8578 6.0493 -0.004 -0.006 -0.005 0.113
H 2.8761 1.0132 7.9393 0.004 0.005 -0.006 0.116
H 0.7426 -0.1522 7.5223 0.004 0.002 -0.006 0.121
C 4.8844 2.6508 -1.2658 0.019 -0.005 -0.003 -0.052
C 3.4094 2.8695 -1.6045 0.000 -0.044 -0.019 -0.379
C 3.2542 3.7751 -2.8302 0.031 0.030 -0.009 -0.050
C 2.6220 3.4315 -0.4297 0.063 0.052 0.033 -0.130
C 2.9476 4.7113 0.0091 0.004 0.030 -0.053 -0.034
C 2.1797 5.3692 0.9499 -0.002 -0.005 0.001 -0.053
C 1.0306 4.7641 1.4276 0.049 -0.053 0.061 -0.028
C 0.6708 3.4791 1.0391 -0.048 0.013 0.002 -0.129
C -0.6780 2.9444 1.4869 0.072 -0.106 -0.058 -0.368
C -0.9475 3.1336 2.9794 -0.134 0.089 -0.067 -0.050
C -1.7885 3.6249 0.6816 0.001 -0.014 -0.054 -0.041
C 1.5227 2.7917 0.1598 -0.012 -0.097 -0.013 -0.114
N 1.1789 1.4619 -0.2790 0.028 0.017 0.160 0.113
C 2.2200 0.4864 -0.3476 0.051 -0.064 0.033 -0.257
C 2.5110 -1.9330 -1.0809 0.039 0.047 -0.027 -0.088
N 1.6184 -2.6110 -0.5098 -0.011 -0.028 0.089 0.080
C 1.9590 -3.9521 -0.1255 -0.065 0.062 -0.020 -0.152
C 1.4604 -5.0358 -0.8682 0.091 0.014 -0.006 -0.134
C 1.8170 -6.3143 -0.4536 0.034 -0.013 -0.044 -0.031
C 2.6280 -6.5291 0.6477 0.008 -0.027 -0.010 -0.061
C 3.0877 -5.4481 1.3720 -0.004 0.026 0.024 -0.035
C 2.7559 -4.1442 1.0128 -0.098 -0.078 -0.036 -0.140
C 3.2369 -3.0056 1.8941 -0.016 0.025 -0.005 -0.381
C 4.7524 -2.8216 1.8077 0.054 -0.003 -0.014 -0.050
C 2.8015 -3.2146 3.3457 -0.016 -0.004 0.037 -0.058
C 0.5347 -4.9432 -2.0742 -0.005 -0.018 0.044 -0.361
C 0.8777 -3.9018 -3.1398 0.077 -0.002 -0.014 -0.062
C -0.9232 -4.7986 -1.6214 -0.025 0.040 0.033 -0.052
H 5.4101 2.1994 -2.1097 0.001 0.003 0.007 0.084
H 5.0093 2.0037 -0.3943 0.013 0.004 -0.010 0.075
H 5.3800 3.5961 -1.0392 -0.022 -0.002 0.005 0.082
H 2.9863 1.9096 -1.8989 -0.021 0.092 -0.008 0.091
H 3.6786 4.7636 -2.6498 0.001 -0.012 -0.007 0.079
H 2.2030 3.9058 -3.0909 0.002 -0.008 0.009 0.089
H 3.7726 3.3435 -3.6889 -0.006 -0.003 0.006 0.081
H 3.8038 5.2140 -0.4241 -0.005 -0.006 0.011 0.114
H 2.4487 6.3663 1.2732 -0.003 -0.012 0.004 0.110
H 0.3896 5.3065 2.1115 0.015 -0.012 -0.014 0.114
H -0.7251 1.8812 1.2536 0.042 -0.042 0.074 0.080
H -1.1158 4.1861 3.2163 -0.013 -0.015 -0.001 0.079
H -0.1202 2.7983 3.5952 0.208 -0.162 0.133 0.070
H -1.8531 2.5938 3.2677 0.043 -0.013 -0.015 0.084
H -1.7644 4.7051 0.8404 0.010 0.004 -0.005 0.090
H -2.7692 3.2589 0.9935 0.101 0.058 0.014 0.070
H -1.6768 3.4318 -0.3867 0.016 0.003 0.011 0.090
H 3.1830 0.8177 0.0312 0.020 -0.177 0.053 0.147
H 3.4837 -2.3747 -1.3210 0.047 0.048 0.047 0.149
H 1.4551 -7.1609 -1.0257 0.005 0.003 0.019 0.117
H 2.8987 -7.5362 0.9363 -0.006 0.007 0.001 0.109
H 3.7168 -5.6149 2.2384 -0.012 0.000 -0.020 0.113
H 2.7748 -2.0794 1.5554 -0.055 0.069 -0.045 0.097
H 5.2764 -3.6962 2.1990 -0.022 -0.004 -0.014 0.084
H 5.0694 -1.9548 2.3917 -0.008 -0.007 -0.003 0.080
H 5.0814 -2.6814 0.7759 -0.011 0.019 0.008 0.075
H 3.2650 -4.1028 3.7787 -0.008 0.028 0.000 0.078
H 1.7189 -3.3401 3.4185 -0.012 0.011 -0.009 0.082
H 3.0969 -2.3600 3.9566 0.006 0.058 0.029 0.073
H 0.6316 -5.9172 -2.5598 -0.053 0.013 -0.039 0.125
H 0.5742 -2.9011 -2.8436 -0.045 0.046 0.028 0.044
H 0.3439 -4.1462 -4.0600 0.016 0.000 0.007 0.086
H 1.9467 -3.8848 -3.3668 -0.011 -0.017 0.008 0.087
H -1.0178 -4.0129 -0.8697 0.006 0.093 -0.012 0.038
H -1.2960 -5.7223 -1.1775 0.031 0.014 0.032 0.084
H -1.5690 -4.5398 -2.4631 0.007 -0.052 -0.010 0.081
O -2.2088 0.4786 -0.1717 0.566 0.077 -0.229 -0.203
C -3.0424 0.3706 0.7913 -0.516 0.235 0.058 -0.642
O -2.7480 -0.2914 1.7992 0.008 -0.277 0.507 -0.105
C -4.3660 1.0416 0.6680 0.044 -0.066 -0.057 -0.149
C -5.3756 0.7366 1.5745 0.006 0.055 0.039 -0.014
C -6.6090 1.3585 1.4670 -0.003 0.007 -0.009 -0.066
C -6.8288 2.2916 0.4617 -0.010 -0.006 0.018 -0.070
C -5.8207 2.5973 -0.4432 0.023 -0.022 -0.024 -0.063
C -4.5905 1.9665 -0.3467 -0.114 -0.062 -0.081 -0.038
H -5.1824 0.0125 2.3545 0.003 0.005 -0.009 0.116
H -7.3996 1.1177 2.1653 0.004 0.004 -0.003 0.107
H -7.7914 2.7803 0.3811 0.011 -0.003 0.004 0.108
H -5.9965 3.3244 -1.2251 0.000 -0.007 0.003 0.108
H -3.7979 2.1832 -1.0505 -0.015 0.011 0.023 0.112
```
Positions in Å, forces in eV/Å.

## Properties
- Kohn-Sham gap (eV) = 8.139
- E_HOMO (eV) = -10.63
- total charge = +1
- maximum force (eV Å⁻¹) = 0.75

=====

[4]
Density functional theory data (ωB97M-V with the def2-TZVPD basis set) for a structure of composition C9H11I2O7PtS2Se3Te.

```
36
Properties=species:S:1:pos:R:3:forces:R:3:mulliken_spin:R:1
Pt 0.3815 0.0458 2.0806 0.029 0.098 0.205 0.946
Se -0.0646 -0.8603 4.2521 0.054 -0.491 0.769 0.465
Se 1.4258 -0.6519 5.9474 -0.214 0.082 -0.261 0.672
Te 3.4818 1.0506 4.8789 -0.215 -0.052 -0.443 0.872
Se 2.5581 1.0741 2.6164 0.439 0.155 0.509 0.581
O -0.9953 0.6775 -0.3191 0.014 -0.040 -0.171 0.022
S 0.1617 1.4739 -0.6586 -0.468 0.233 -0.426 -0.005
O -0.1452 2.7871 -1.1684 0.354 0.002 0.050 0.009
O 1.0938 1.5209 0.5177 -0.428 -0.439 0.041 0.078
C 1.1219 0.6570 -1.9441 0.286 -0.051 0.167 0.006
C 1.1516 1.3223 -3.1640 -0.100 -0.105 0.145 0.000
C 1.8900 0.8198 -4.2227 -0.015 0.006 -0.100 0.000
C 2.6181 -0.3462 -4.0652 0.035 0.033 -0.076 0.000
C 2.6098 -1.0098 -2.8492 -0.045 0.030 0.127 -0.001
C 1.8714 -0.5225 -1.7795 -0.441 0.134 0.015 -0.001
S 1.9476 -1.5228 -0.2802 0.350 -0.226 0.350 0.002
O 2.8905 -0.8348 0.5866 0.050 0.020 -0.127 0.014
O 2.3928 -2.8261 -0.7172 -0.252 0.013 -0.169 0.012
O 0.5756 -1.5523 0.2923 0.520 0.407 0.226 0.069
H 0.5758 2.2321 -3.2544 0.045 0.012 -0.051 0.000
H 1.8920 1.3441 -5.1705 -0.004 -0.014 0.008 0.000
H 3.1896 -0.7458 -4.8940 0.020 -0.001 0.024 0.000
H 3.1636 -1.9257 -2.6980 -0.023 -0.009 -0.070 0.000
I -1.3532 -2.0640 -2.1742 -0.209 -0.030 -0.186 0.000
I -2.6305 -0.0549 -3.3465 -0.014 -0.103 -0.042 0.000
C -3.4038 -0.7404 1.0431 0.131 -0.038 0.018 0.016
C -2.6729 -0.4243 2.3422 -0.067 0.245 -0.004 -0.031
C -2.5995 1.0837 2.5777 0.096 -0.157 -0.013 0.053
O -1.3990 -1.0497 2.3361 0.228 0.288 -0.605 0.231
H -4.4447 -0.4115 1.1083 -0.005 -0.024 0.006 0.003
H -3.3755 -1.8145 0.8566 -0.053 0.000 0.001 0.000
H -2.9149 -0.2337 0.2128 -0.064 -0.032 0.008 0.001
H -3.2359 -0.8675 3.1756 0.016 -0.053 0.048 0.002
H -1.9812 1.5426 1.8034 -0.051 0.055 -0.012 -0.008
H -2.1773 1.3083 3.5592 -0.008 0.048 0.003 -0.010
H -3.5993 1.5190 2.5185 0.011 0.005 0.034 0.000
```
Positions in Å, forces in eV/Å.

## Properties
- Kohn-Sham gap (spin up / spin down) (eV) = 6.026 / 5.633
- E_HOMO (spin up / spin down) (eV) = -4.96 / -6.04
- multiplicity = 5
- expectation value of S² = 6.04
- total charge = -1
- maximum force (eV Å⁻¹) = 0.91